1.
This record from OMol25 describes a structure of composition C20H17N6O4S3Ti. The level of theory is ωB97M-V/def2-TZVPD.

Each line ends with the natural charge from an NBO analysis.
Cartesian coordinates (Å):
Ti1 0.25 0.50 -0.46  1.44
S1 2.66 1.02 1.75  0.17
C1 1.22 1.64 2.46  -0.24
S2 -0.10 2.15 1.47  -0.18
C2 1.12 1.67 3.85  -0.50
C3 2.20 1.25 4.68  0.31
N1 3.06 0.90 5.37  -0.39
C4 -0.10 1.99 4.52  0.32
N2 -1.07 2.19 5.11  -0.39
C5 1.72 3.26 -7.00  -0.63
C6 0.83 3.14 -5.79  -0.01
C7 -0.55 3.32 -5.90  -0.24
C8 -1.37 3.23 -4.79  -0.12
C9 -0.81 2.95 -3.55  -0.37
C10 0.56 2.77 -3.41  -0.18
C11 1.37 2.86 -4.53  -0.20
S3 -1.85 2.81 -2.11  2.35
O1 -3.21 2.90 -2.57  -0.98
O2 -1.39 3.76 -1.14  -0.92
N3 -1.50 1.34 -1.55  -1.00
C12 -1.66 0.25 -2.38  0.39
C13 -2.53 0.08 -3.46  -0.30
C14 -2.45 -1.11 -4.17  -0.14
C15 -1.54 -2.09 -3.81  -0.31
C16 -0.72 -1.84 -2.72  0.09
N4 -0.79 -0.71 -2.03  -0.52
H1 1.23 2.87 -7.89  0.21
H2 2.65 2.72 -6.85  0.22
H3 1.97 4.31 -7.18  0.22
H4 -0.98 3.53 -6.87  0.20
H5 -2.44 3.36 -4.86  0.23
H6 0.99 2.57 -2.44  0.25
H7 2.44 2.71 -4.43  0.21
H8 -3.24 0.85 -3.71  0.25
H9 -3.12 -1.26 -5.01  0.21
H10 -1.46 -3.02 -4.35  0.21
H11 0.02 -2.56 -2.38  0.20
O3 1.90 -0.27 -0.99  -0.53
O4 2.06 1.10 -0.62  -0.47
C17 -0.22 -1.91 4.45  -0.41
N5 -0.63 -1.63 3.09  -0.32
C18 -1.92 -1.51 2.63  -0.08
C19 -1.82 -1.10 1.33  -0.06
N6 -0.49 -0.98 1.00  -0.55
C20 0.19 -1.31 2.08  0.23
H12 -0.61 -2.88 4.77  0.20
H13 -0.59 -1.13 5.12  0.23
H14 0.86 -1.93 4.50  0.23
H15 -2.77 -1.69 3.26  0.22
H16 -2.60 -0.84 0.64  0.23
H17 1.27 -1.25 2.17  0.24

Summary:
**ΔE to the lowest compared entry with this formula, charge and spin**: 9.9 kcal/mol
**Highest occupied orbital energy (alpha / beta)**: -0.1675 / -0.1851 hartree
**Spin multiplicity**: 3
**Net charge**: -1
**Frontier orbital gap (alpha / beta)**: 0.2548 / 0.2509 Ha
**E_LUMO (alpha / beta)**: 2.376 / 1.790 eV

2.
This record from OMol25 describes a structure of composition C5H8OS. The level of theory is ωB97M-V/def2-TZVPD.

Each line ends with the natural charge from an NBO analysis.
Cartesian coordinates (Å):
C1 -0.93 -0.01 0.37  -0.35
C2 -0.13 1.16 -0.29  -0.44
C3 1.08 0.31 -0.75  0.08
C4 1.43 -0.52 0.49  -0.43
C5 0.09 -1.13 0.07  0.07
H1 -3.27 0.44 0.37  0.12
H2 -1.05 0.12 1.44  0.22
H3 0.15 1.98 0.41  0.21
H4 -0.69 1.56 -1.13  0.23
H5 1.81 0.75 -1.40  0.20
H6 1.53 -0.02 1.49  0.20
H7 2.27 -1.22 0.32  0.23
H8 -0.18 -2.16 0.29  0.21
O1 0.44 -0.87 -1.30  -0.52
S1 -2.54 -0.39 -0.37  -0.02

Summary:
**ΔE to the lowest compared entry with this formula, charge and spin**: 31.7 kcal/mol
**Highest occupied orbital energy**: -0.3285 hartree
**Frontier orbital gap**: 0.3603 Ha
**E_LUMO**: 0.867 eV

3.
This record from OMol25 describes a structure of composition C15H23AsMnN3OS5. The level of theory is ωB97M-V/def2-TZVPD.

Each line ends with the natural charge from an NBO analysis.
Cartesian coordinates (Å):
Mn1 0.17 -0.56 -0.20  0.36
S1 4.22 1.71 1.72  -0.02
As1 2.59 0.44 1.24  0.92
S2 0.49 0.82 1.49  -0.20
S3 2.35 -0.75 -0.52  -0.20
S4 3.84 -0.10 2.88  -0.03
C1 0.71 -3.96 -4.28  -0.61
C2 -0.01 -4.37 -3.00  -0.41
C3 -1.19 -3.46 -2.72  -0.21
N1 -2.02 -3.96 -1.61  -0.52
C4 -1.95 -3.60 -0.35  0.43
S5 -0.75 -2.44 0.23  -0.05
N2 -2.71 -4.11 0.61  -0.62
C5 -3.43 -5.41 0.57  0.69
O1 -3.16 -6.18 1.44  -0.45
C6 -4.40 -5.60 -0.52  -0.27
C7 -5.04 -4.51 -1.12  -0.14
C8 -6.00 -4.74 -2.09  -0.23
C9 -6.33 -6.04 -2.45  -0.14
C10 -5.70 -7.12 -1.84  -0.20
C11 -4.75 -6.91 -0.86  -0.12
H1 1.59 -4.58 -4.45  0.24
H2 1.04 -2.92 -4.24  0.20
H3 0.06 -4.07 -5.15  0.22
H4 0.68 -4.34 -2.15  0.21
H5 -0.36 -5.40 -3.07  0.22
H6 -1.85 -3.38 -3.59  0.23
H7 -0.87 -2.45 -2.46  0.20
H8 -2.70 -4.68 -1.83  0.45
H9 -2.45 -3.86 1.56  0.45
H10 -4.81 -3.50 -0.81  0.21
H11 -6.52 -3.90 -2.55  0.24
H12 -7.08 -6.21 -3.21  0.24
H13 -5.97 -8.13 -2.12  0.25
H14 -4.26 -7.74 -0.36  0.25
C12 -0.72 0.72 -3.66  -0.61
C13 -0.40 1.42 -2.34  0.05
C14 -1.53 2.33 -1.88  -0.61
C15 0.94 2.15 -2.40  -0.62
N3 -0.27 0.36 -1.33  0.05
H15 -0.86 1.49 -4.41  0.26
H16 -1.64 0.14 -3.59  0.23
H17 0.10 0.07 -3.97  0.23
H18 -1.70 3.07 -2.66  0.26
H19 -1.27 2.86 -0.96  0.23
H20 -2.46 1.78 -1.72  0.23
H21 0.86 2.91 -3.18  0.26
H22 1.76 1.48 -2.65  0.23
H23 1.15 2.65 -1.46  0.23

Summary:
**ΔE to the lowest compared entry with this formula, charge and spin**: 0.0 kcal/mol
**Highest occupied orbital energy**: -0.5445 hartree
**Net charge**: +2
**Frontier orbital gap**: 0.2416 Ha
**E_LUMO**: -8.244 eV

4.
This record from OMol25 describes a structure of composition C17H18BBrFeN6O2. The level of theory is ωB97M-V/def2-TZVPD.

Each line ends with the natural charge from an NBO analysis.
Cartesian coordinates (Å):
H1 0.86 -1.96 2.57  0.23
N1 -0.52 -2.17 0.98  -0.43
B1 -2.21 -2.99 -0.72  0.55
N2 -1.35 -3.21 0.55  -0.32
C1 -1.16 -4.27 1.35  0.02
Fe1 -0.37 -0.54 0.06  1.48
H2 -1.71 -5.18 1.17  0.23
C2 -0.21 -3.93 2.33  -0.35
H3 0.16 -4.55 3.12  0.23
C3 0.16 -2.61 2.07  -0.01
H4 -2.91 -3.92 -1.00  -0.02
C4 1.72 2.81 -2.28  -0.86
H5 1.22 3.76 -2.04  0.21
H6 1.20 2.02 -1.73  0.22
H7 1.66 2.61 -3.35  0.21
N3 -1.17 -2.65 -1.84  -0.32
N4 -2.99 -1.67 -0.48  -0.32
N5 -0.28 -1.59 -1.64  -0.42
N6 -2.27 -0.53 -0.11  -0.44
C5 -0.94 -3.21 -3.04  0.01
C6 -4.28 -1.35 -0.62  0.02
H8 -1.54 -4.05 -3.35  0.23
H9 -4.99 -2.11 -0.91  0.23
C7 0.10 -2.51 -3.65  -0.36
C8 -4.43 0.01 -0.32  -0.36
C9 0.49 -1.51 -2.76  -0.02
C10 -3.16 0.49 0.01  0.01
H10 0.53 -2.71 -4.62  0.23
H11 -5.34 0.59 -0.33  0.23
H12 1.26 -0.74 -2.85  0.23
H13 -2.82 1.47 0.33  0.25
H14 2.75 2.83 -1.93  0.22
Br1 2.56 0.41 3.16  0.06
C11 2.69 2.14 2.39  -0.05
C12 3.87 2.88 2.50  -0.24
C13 3.92 4.19 2.00  -0.20
C14 2.77 4.78 1.47  -0.21
C15 1.60 4.04 1.33  -0.18
C16 1.58 2.70 1.72  -0.16
C17 0.41 1.85 1.28  0.78
O1 -0.76 2.10 1.62  -0.65
O2 0.82 0.86 0.52  -0.85
H15 4.74 2.43 2.96  0.23
H16 4.86 4.74 2.04  0.22
H17 2.79 5.82 1.16  0.22
H18 0.70 4.45 0.88  0.23

Summary:
**Highest occupied orbital energy (alpha / beta)**: -0.3251 / -0.2923 hartree
**Spin multiplicity**: 5
**Frontier orbital gap (alpha / beta)**: 0.3486 / 0.3136 Ha
**E_LUMO (alpha / beta)**: 0.640 / 0.579 eV